Record 1
12
Properties=species:S:1:pos:R:3 method="wB97M-V/def2-TZVPD" e_tot_ev=-6758.91090 homo_ev=-9.690 smiles=NOC1CC1 total_charge=0 orbital_gap_ev=10.86 e_above_lowest_kcal_mol=88.5 e_lumo_ev=1.17
C -1.15433 -0.77764 -0.64071
C -0.63228 0.69259 -0.44902
C 0.26555 -0.48153 -0.14705
N 1.05748 0.11552 1.99246
O 0.52509 -0.94182 1.14104
H -1.91365 -1.15752 0.03555
H -1.25352 -0.94503 -1.69724
H -0.28282 1.14399 -1.37818
H -0.96437 1.26517 0.38668
H 1.00248 -0.63295 -0.93220
H 1.96893 -0.18848 2.12025
H 0.56106 0.01813 2.87180

***

Record 2
12
Properties=species:S:1:pos:R:3 method="wB97M-V/def2-TZVPD" e_tot_ev=-6757.90417 homo_ev=-7.887 total_charge=0 orbital_gap_ev=8.19 e_above_lowest_kcal_mol=111.8 e_lumo_ev=0.30
C 0.59189 -0.24286 1.42898
C 0.00013 -0.25648 -1.07672
N 0.60002 0.92414 -1.33555
C -0.13294 -0.73263 0.21991
O -1.72612 0.04668 -0.67221
H -2.18987 -0.59010 -1.23359
H 0.64564 1.22832 -2.29434
H 0.56273 1.69225 -0.67081
H -0.66891 -1.66259 0.36121
H 1.18975 -1.05404 1.85896
H 1.26502 0.59228 1.22761
H -0.13734 0.05503 2.18655

***

Record 3
12
Properties=species:S:1:pos:R:3 method="wB97M-V/def2-TZVPD" e_tot_ev=-6757.79494 homo_ev=-9.227 total_charge=0 orbital_gap_ev=9.72 e_above_lowest_kcal_mol=114.3 e_lumo_ev=0.49
C -1.08956 -0.83068 0.06896
C 0.12121 1.34193 -0.01271
C 1.36140 -0.71817 -0.05185
H -1.12919 -1.40104 1.01393
H -1.93681 -0.21271 0.19712
H -1.26526 -1.46273 -0.75618
H -0.35200 1.93179 1.36769
H 1.36659 1.74523 -0.40530
H -0.83666 1.64455 -1.09430
H 1.17170 -1.77853 -0.32072
N 0.15943 -0.05583 -0.11595
O 2.42916 -0.20381 0.10930

***

Record 4
12
Properties=species:S:1:pos:R:3 method="wB97M-V/def2-TZVPD" e_tot_ev=-6759.71765 homo_ev=-9.369 smiles="CN(C)C=O" total_charge=0 orbital_gap_ev=10.19 e_above_lowest_kcal_mol=69.9 e_lumo_ev=0.82
C -1.22988 -0.57032 0.84906
N -0.12883 0.04267 0.36258
C 0.19503 -0.81720 -0.91202
C 0.75687 1.34991 0.27625
O -1.51792 -1.75312 0.57573
H -2.06088 0.01906 1.31421
H -0.27073 -0.54511 -1.79199
H 1.33337 -0.86343 -1.17529
H 0.11530 -1.81913 -0.60590
H 0.32067 2.18290 -0.39799
H 0.77756 1.70846 1.33552
H 1.70944 1.06532 0.16983